Record 1
The following is a quantum chemistry calculation of a structure of composition C13H22CaN6O4, from OMol25.

Calculated values
Multiplicity: 1
ΔE to the lowest compared entry with this formula, charge and spin: 2.1786 eV
Charge: 0

CARTESIAN COORDINATES (ANGSTROEM)
Ca 1.35 0.32 -0.79
O 0.49 0.93 -4.01
C 0.02 1.55 -2.77
O -0.48 0.74 -1.89
C 1.24 3.02 -0.91
O 0.82 4.15 -0.88
O 1.74 2.31 0.04
C 3.16 -2.04 3.90
N 2.91 -2.16 2.47
C 2.83 -3.32 1.74
C 2.55 -2.95 0.46
N 2.44 -1.58 0.40
C 2.66 -1.15 1.62
H 3.53 -3.00 4.26
H 2.25 -1.78 4.42
H 3.92 -1.29 4.08
H 2.99 -4.28 2.20
H 2.42 -3.57 -0.40
H 2.65 -0.12 1.94
C -3.26 -2.15 0.73
C -2.67 -0.79 1.09
C -3.26 0.29 0.19
C -2.94 -0.48 2.56
N -1.20 -0.95 0.91
N -0.43 0.25 1.07
H -4.34 -2.13 0.85
H -2.84 -2.93 1.36
H -3.05 -2.40 -0.31
H -4.35 0.31 0.28
H -2.99 0.13 -0.85
H -2.91 1.29 0.46
H -4.01 -0.48 2.76
H -2.57 0.51 2.84
H -2.47 -1.22 3.20
H -1.07 -1.24 -0.06
H -0.36 0.45 2.06
H -0.89 1.04 0.62
N -0.83 2.50 -3.52
C 0.13 2.20 -4.62
C 1.30 3.11 -4.47
C 1.82 3.12 -3.25
N 1.29 2.28 -2.25
H -1.67 1.96 -3.70
H -0.29 2.10 -5.62
H 1.70 3.72 -5.27
H 2.65 3.75 -2.94

---

Record 2
The following is a quantum chemistry calculation of a structure of composition C13H22Cl16GaNOPS3, from OMol25.

Calculated values
Multiplicity: 1
Charge: -1

CARTESIAN COORDINATES (ANGSTROEM)
C 6.70 1.52 1.15
C 5.58 1.88 0.10
N 4.52 0.85 0.03
C 4.39 0.36 -1.35
C 3.33 -0.80 -1.47
C 3.25 1.40 0.52
S 2.45 2.51 -0.41
S 2.74 0.80 2.16
C 1.01 0.17 2.06
C 0.00 1.05 1.25
C -1.48 0.59 1.38
Ga -2.38 1.06 -0.45
S -4.66 1.36 -0.28
P -1.78 -0.67 -1.94
C -0.59 -1.82 -1.04
O -0.79 0.11 -3.13
H 7.38 2.40 1.19
H 7.28 0.62 0.87
H 6.21 1.38 2.13
H 5.17 2.86 0.43
H 6.02 2.06 -0.90
H 5.37 -0.13 -1.59
H 4.25 1.15 -2.11
H 2.34 -0.41 -1.78
H 3.28 -1.26 -0.45
H 3.70 -1.60 -2.14
H 0.63 0.15 3.10
H 0.94 -0.89 1.71
H 0.09 2.13 1.48
H 0.28 0.93 0.17
H -2.03 1.08 2.22
H -1.59 -0.50 1.52
H -1.70 2.45 -0.90
H -4.78 2.73 -0.35
H -0.92 -2.03 -0.01
H 0.40 -1.30 -0.96
H -0.41 -2.78 -1.57
H 0.01 0.36 -2.66
C -8.33 2.09 -2.07
Cl -8.86 3.78 -2.24
Cl -7.84 1.79 -0.40
Cl -9.67 1.01 -2.50
Cl -6.97 1.80 -3.16
C -3.54 -2.59 -5.17
Cl -4.24 -4.11 -5.76
Cl -2.81 -1.71 -6.53
Cl -4.81 -1.60 -4.44
Cl -2.30 -2.93 -3.96
C 1.91 1.21 6.65
Cl 2.22 0.88 4.94
Cl 3.04 2.44 7.24
Cl 0.24 1.79 6.85
Cl 2.12 -0.28 7.60
C -2.87 -4.67 1.00
Cl -3.42 -2.99 0.85
Cl -2.36 -4.98 2.68
Cl -4.20 -5.77 0.58
Cl -1.50 -4.94 -0.09

---

no.,maximum force (eV Å⁻¹),energy (eV),orbital gap (eV)
1,0.6,-49408.7435,7.8772
2,1.9,-311903.7821,5.3458